Entry 1:
# C6H7NO5S

2 unconnected molecules or ions with the total composition C6H7NO5S in a non-equilibrium geometry (wB97M-V/def2-TZVPD, the Open Molecules 2025 dataset).

Geometry as XYZ:
```
20
Properties=species:S:1:pos:R:3
C -2.6120 -0.7572 -1.2367
C -4.0815 1.5944 -0.0820
C 0.6901 -0.8714 1.0684
C 0.9322 -0.5450 -0.4784
C -1.1279 1.1166 -1.3152
C -0.6071 -0.1481 0.9549
N -0.1363 0.5198 -0.3368
O -3.2734 2.0809 0.5584
O -3.4248 -1.2991 -1.8856
O -4.8724 1.1881 -0.8259
O -1.7793 -2.5173 1.0163
O -3.1511 -0.4487 1.5268
S -2.1978 -1.1324 0.6676
H 0.6268 -1.8798 1.3808
H 1.2974 -0.3129 1.7236
H 1.9930 -0.2641 -0.5545
H 0.7295 -1.1805 -1.2546
H -0.9460 0.7413 -2.2825
H -0.9818 0.6168 1.6929
H 0.3749 1.3883 -0.0465
```

Computed properties:
ΔE to the lowest compared entry with this formula, charge and spin: 5.890 eV
gap between HOMO and LUMO (spin up / spin down): 0.285 / 0.285 Eh
calculated total energy: -1061.7235 a.u.

Results of the natural (NBO) charge analysis, in e, for atoms 1 through 8: 0.296, 1.041, -0.432, -0.220, -0.199, -0.244, -0.464, -0.512

***

Entry 2:
# C11H14N2OOsP

A molecular structure, C11H14N2OOsP in a non-equilibrium geometry (wB97M-V/def2-TZVPD, the Open Molecules 2025 dataset).

Geometry as XYZ:
```
30
Properties=species:S:1:pos:R:3
C -2.9801 2.7906 0.4002
C -1.9089 3.4458 -0.3647
C -0.7309 3.3328 0.3752
C -1.0498 2.6057 1.6125
C -2.4638 2.3978 1.6753
Os -1.5398 1.0734 0.0022
P -2.6727 -0.1665 -1.5236
H -4.0315 2.7624 0.1055
H -2.0223 3.9018 -1.3493
H 0.2607 3.6832 0.0846
H -3.0238 1.9550 2.4993
H -0.3431 2.4090 2.4220
H -1.9049 -0.8548 -2.4934
H -3.6105 0.4952 -2.3551
H -3.4731 -1.2247 -1.0268
N 3.5419 -4.0796 -0.3312
C 3.5727 -2.8109 0.1624
O 4.5962 -2.4221 0.7033
C 2.3964 -1.8849 0.0813
C 1.2141 -2.2592 -0.5596
C 0.1338 -1.3919 -0.5902
N 0.1702 -0.1561 -0.0022
C 1.3136 0.2406 0.6269
C 2.4387 -0.6037 0.6744
H 4.3700 -4.6872 -0.2460
H 2.7178 -4.4883 -0.7871
H 1.0813 -3.2189 -1.0317
H -0.7382 -1.7871 -1.0532
H 1.3581 1.2088 1.1019
H 3.3278 -0.2663 1.1869
```

Computed properties:
ΔE to the lowest compared entry with this formula, charge and spin: 0.000 eV
gap between HOMO and LUMO (spin up / spin down): 0.259 / 0.171 Eh
calculated total energy: -1043.9267 a.u.
⟨S²⟩: 6.021
total charge: +1
spin multiplicity: 5

Results of the natural (NBO) charge analysis, in e, for atoms 1 through 8: -0.341, -0.270, -0.278, -0.356, -0.274, 0.620, 0.276, 0.260

***

Entry 3:
# C2H4LiO2Sm

A molecular structure, C2H4LiO2Sm in a non-equilibrium geometry (wB97M-V/def2-TZVPD, the Open Molecules 2025 dataset).

Geometry as XYZ:
```
10
Properties=species:S:1:pos:R:3
O -0.8264 -1.8954 2.2293
C -0.6270 0.4323 -1.5192
C 0.5646 0.6874 -0.9549
O 0.7893 0.7194 0.3612
H -1.3907 -2.6660 2.2468
H -1.5313 0.2858 -0.9205
H -0.7156 0.3951 -2.6047
H 1.4387 0.8682 -1.5972
Sm 2.6307 1.7865 1.5940
Li -0.3324 -0.6134 1.1652
```

Computed properties:
gap between HOMO and LUMO (spin up / spin down): 0.216 / 0.251 Eh
calculated total energy: -894.5101 a.u.
⟨S²⟩: 15.756
spin multiplicity: 8

Results of the natural (NBO) charge analysis, in e, for atoms 1 through 8: -1.404, -0.559, 0.152, -1.075, 0.445, 0.195, 0.210, 0.139

***

Entry 4:
# C8H2Cl2N4O

A single C8H2Cl2N4O molecule in a non-equilibrium geometry (wB97M-V/def2-TZVPD, the Open Molecules 2025 dataset).

Geometry as XYZ:
```
17
Properties=species:S:1:pos:R:3
N 1.4768 2.2959 -0.9957
C 0.7900 1.3937 -1.2405
C -0.0269 0.2260 -1.3090
C -0.4187 -0.0958 -2.6222
N -0.6672 -0.3051 -3.7401
O -1.1495 0.3334 -0.3906
C -0.7117 0.2175 0.9680
C -0.0930 1.4992 1.3355
N 0.1617 2.5337 1.6698
C -1.7815 -0.0332 1.8920
N -2.5666 -0.3115 2.6532
C 0.4505 -0.9426 0.9238
Cl 1.7671 -0.4834 2.0072
C 0.7522 -1.0638 -0.5123
Cl 0.2761 -2.6164 -1.2623
H 0.0044 -1.8077 1.3933
H 1.7363 -0.8399 -0.7700
```

Computed properties:
gap between HOMO and LUMO: 0.405 Eh
calculated total energy: -1520.5736 a.u.
SMILES: N#CC1(C#N)OC(C#N)(C#N)[C@H](Cl)[C@H]1Cl

Results of the natural (NBO) charge analysis, in e, for atoms 1 through 8: -0.171, 0.206, 0.040, 0.248, -0.179, -0.442, 0.068, 0.215

***

Entry 5:
# C32H28FFeN2O3

A molecular structure, C32H28FFeN2O3 in a non-equilibrium geometry (wB97M-V/def2-TZVPD, the Open Molecules 2025 dataset).

Geometry as XYZ:
```
67
Properties=species:S:1:pos:R:3
O 0.8495 0.4816 -7.9040
C 0.7842 1.1260 -6.9373
Fe 0.3817 1.7875 -5.3348
C -1.5055 1.5246 -5.3731
O -2.5353 1.2637 -4.9157
C 0.6047 0.1763 -4.6159
O 0.7825 -0.8482 -4.1039
C 0.3157 3.0374 -2.6315
C 1.6444 2.7124 -2.3595
C 2.5671 2.3535 -3.3151
C 2.2549 2.0683 -4.6923
C 1.8050 3.1869 -5.4957
C 0.6779 3.8612 -5.0445
C -0.1292 3.2771 -3.9782
H -0.3878 3.1133 -1.8197
H 1.9304 2.6671 -1.3040
H 3.5972 2.1681 -3.0073
H 2.9115 1.3433 -5.1950
H 2.2906 3.4046 -6.4460
H 0.2992 4.7343 -5.5772
H -1.2168 3.4745 -4.0430
F 1.9518 0.3798 1.4301
C 0.9004 -0.5178 1.7721
C 1.4253 -1.9568 1.6398
C 2.7803 -2.2383 1.4299
C 3.2069 -3.5646 1.3352
C 2.2932 -4.6180 1.4379
C 0.9414 -4.3402 1.6716
C 0.5173 -3.0131 1.7589
C 0.4501 -0.1649 3.2050
C 0.6198 -1.0540 4.2693
C 0.1528 -0.7228 5.5494
C -0.4191 0.5239 5.7911
C -0.5057 1.4471 4.7468
C -0.0384 1.1204 3.4712
C -0.1908 -0.2756 0.6597
C 0.1855 -0.6900 -0.7719
C -1.0184 -1.4176 -1.3705
C -2.1016 -1.4426 -0.3067
N -1.4253 -1.0256 0.9337
C -2.2938 -0.5159 1.9131
C -2.7775 0.7894 1.7490
C -3.4914 1.3501 2.8106
N -3.7081 0.6436 3.9039
C -3.3639 -0.6350 4.0286
C -2.6694 -1.2921 3.0115
H 3.4961 -1.4145 1.3461
H 4.2700 -3.7654 1.1841
H 2.6285 -5.6467 1.3452
H 0.2060 -5.1366 1.7907
H -0.5377 -2.7753 1.9186
H 1.1118 -2.0141 4.1041
H 0.2378 -1.4568 6.3507
H -0.7847 0.7852 6.7854
H -0.9536 2.4288 4.9181
H -0.0483 1.8720 2.6773
H -0.4067 0.8131 0.6596
H 0.4065 0.2265 -1.3286
H 1.0825 -1.3142 -0.7950
H -1.4019 -0.9175 -2.2644
H -0.7595 -2.4411 -1.6548
H -2.9177 -0.7437 -0.5476
H -2.5497 -2.4301 -0.1398
H -2.5634 1.3796 0.8690
H -3.8692 2.3709 2.7677
H -3.6281 -1.1712 4.9417
H -2.3623 -2.3319 3.0965
```

Computed properties:
ΔE to the lowest compared entry with this formula, charge and spin: 0.148 eV
gap between HOMO and LUMO (spin up / spin down): 0.187 / 0.147 Eh
calculated total energy: -2934.5354 a.u.
⟨S²⟩: 6.132
total charge: +1
spin multiplicity: 5

Results of the natural (NBO) charge analysis, in e, for atoms 1 through 8: -0.462, 0.618, 0.024, 0.545, -0.480, 0.578, -0.517, -0.189

***

What is the calculated total energy in the fifth record? -2934.5354 a.u.